Entry 1:
121
Properties=species:S:1:pos:R:3:forces:R:3:mulliken_charge:R:1 method="wB97M-V/def2-TZVPD" homo_energy_ev=-4.3 total_charge=-1 relative_energy_kcal_mol=0.00 gap_ev=6.10 energy_ev=-241802.2257
Na -0.262352 -0.409930 -0.108291 0.01 0.21 -0.17 0.9934
C -6.184577 -0.964924 -2.629763 -0.06 0.02 -0.01 -1.0311
C -5.128364 -2.062071 -2.708655 0.04 -0.05 0.00 -0.4371
N -3.793153 -1.564367 -2.969731 -0.11 0.11 0.17 -0.2212
C -3.038834 -0.923791 -2.008212 0.05 -0.08 -0.15 0.2153
S -1.666454 -0.070115 -2.578126 0.01 -0.01 0.02 -0.5285
N -3.502398 -1.049690 -0.777449 0.03 0.12 0.07 -0.8438
N -2.679435 -0.574809 0.198171 -0.27 -0.13 -0.08 0.3510
C -3.249397 -0.326321 1.323730 0.10 0.01 0.13 0.0653
C -4.734701 -0.427082 1.535389 -0.02 -0.01 -0.01 -1.1155
C -2.366964 0.037722 2.465259 -0.11 -0.07 0.01 0.5451
C -2.893225 0.480864 3.683938 0.04 -0.02 -0.05 -0.6533
C -2.035062 0.803469 4.722132 -0.02 -0.02 -0.02 -0.5282
C -0.671168 0.674416 4.533631 0.04 0.00 0.02 -1.1109
C -0.230065 0.214610 3.299844 0.07 -0.03 0.00 0.0225
N -1.042581 -0.099871 2.301170 -0.05 0.09 -0.18 0.1861
H -7.171950 -1.384680 -2.419603 0.01 -0.01 0.01 0.3129
H -6.247286 -0.410504 -3.569115 0.02 -0.01 0.00 0.3161
H -5.929001 -0.263122 -1.836087 0.01 0.00 0.00 0.2223
H -5.375475 -2.774534 -3.501112 -0.02 0.03 0.00 0.4019
H -5.099582 -2.614716 -1.771134 0.00 0.01 0.00 0.2705
H -3.604359 -1.212920 -3.891869 0.07 -0.06 -0.11 0.2453
H -5.236923 -0.372942 0.573519 0.02 -0.01 0.00 0.1228
H -5.110879 0.367057 2.178845 0.00 0.03 0.01 0.4111
H -5.003819 -1.383563 1.993827 0.02 0.00 0.02 0.2447
H -3.959511 0.570453 3.821100 -0.02 0.01 0.00 0.2941
H -2.435347 1.149435 5.667692 0.01 0.01 0.00 0.3952
H 0.043297 0.917222 5.308508 -0.01 0.00 0.01 0.4733
H 0.830007 0.105861 3.095144 -0.02 0.01 0.01 0.3960
Se 5.591199 -4.445906 2.743864 0.06 0.06 -0.05 -0.3348
P 4.463861 -4.400157 0.957691 -0.06 0.01 -0.02 0.7344
C 5.474760 -4.066272 -0.521788 -0.08 -0.05 -0.04 0.4110
C 4.901780 -3.456811 -1.636285 0.04 -0.09 -0.02 -0.1167
C 5.663627 -3.247627 -2.775964 0.04 -0.04 0.01 -0.4188
C 6.995159 -3.641168 -2.806837 -0.06 -0.05 -0.05 -0.5706
C 7.564591 -4.249598 -1.698415 0.01 -0.08 -0.03 -0.8152
C 6.805334 -4.463628 -0.558199 0.03 0.04 0.07 -0.5876
C 3.693462 -6.014651 0.639540 0.06 -0.01 -0.04 0.6940
C 2.718088 -6.464534 1.525369 -0.01 0.03 0.07 -0.4199
C 2.143555 -7.709255 1.354593 0.00 -0.02 0.01 -0.6451
C 2.542215 -8.522271 0.299431 0.00 0.00 -0.01 -0.4784
C 3.509594 -8.077469 -0.585032 0.01 -0.01 -0.01 -0.7462
C 4.086041 -6.823663 -0.416694 -0.02 0.01 -0.04 -0.3976
C 3.084758 -3.267998 0.821383 0.15 0.14 -0.38 0.0982
C 2.883590 -1.885561 0.980272 -0.07 -0.10 0.10 -0.8927
N 1.655294 -1.627766 0.491730 0.24 -0.14 0.20 0.9129
N 1.147631 -2.758466 0.027934 0.04 0.13 0.00 -0.8091
N 1.993721 -3.753160 0.188361 -0.10 -0.10 0.23 -0.3345
P 3.905408 -0.505208 1.517228 -0.13 0.05 -0.01 0.9856
Se 2.907613 1.353051 1.540198 0.08 0.02 0.02 -0.3379
C 5.316788 -0.487457 0.364650 0.02 -0.02 0.09 0.2520
C 5.155574 0.199987 -0.836782 -0.03 0.04 0.11 -0.2177
C 6.150627 0.164214 -1.797678 0.10 0.02 0.02 -0.4370
C 7.325030 -0.537422 -1.558288 0.03 0.09 0.07 -0.9344
C 7.499179 -1.202072 -0.354603 0.06 0.06 0.04 -0.5981
C 6.497575 -1.181791 0.607164 -0.05 -0.08 -0.17 0.0345
C 4.528014 -0.935669 3.158329 0.00 -0.01 -0.01 0.4768
C 3.761787 -1.743372 3.990553 -0.02 0.02 -0.01 -0.4231
C 4.166428 -1.978915 5.295198 -0.01 0.01 0.01 -0.7148
C 5.342937 -1.419803 5.767872 -0.01 0.03 0.01 -0.5034
C 6.110421 -0.611703 4.938221 0.03 -0.01 0.03 -0.7647
C 5.697196 -0.358200 3.641663 0.06 0.02 0.00 -0.2379
H 3.860433 -3.162577 -1.612874 -0.01 0.03 0.01 0.3167
H 5.215784 -2.775172 -3.641397 0.01 0.00 0.00 0.3253
H 7.588973 -3.470731 -3.696708 0.00 0.01 0.00 0.3963
H 8.604861 -4.550370 -1.718292 0.00 -0.01 0.00 0.3901
H 7.241745 -4.908491 0.328601 0.01 -0.02 -0.01 0.3677
H 2.399532 -5.826912 2.341155 0.03 -0.02 -0.01 0.3369
H 1.377220 -8.046236 2.040989 0.00 0.00 0.00 0.3811
H 2.091851 -9.498192 0.167521 0.00 0.00 -0.01 0.3646
H 3.818093 -8.699393 -1.415927 0.00 -0.01 0.01 0.3994
H 4.831639 -6.481494 -1.123362 0.00 0.01 0.03 0.3264
H 4.242919 0.760389 -1.005449 0.09 0.01 0.08 -0.1203
H 6.004695 0.679952 -2.739450 0.04 0.00 0.05 0.4579
H 8.104250 -0.567075 -2.310680 -0.01 -0.01 0.00 0.4056
H 8.408376 -1.760494 -0.164846 -0.04 0.03 -0.01 0.4358
H 6.623965 -1.745765 1.519417 0.00 -0.08 0.12 0.3061
H 2.856014 -2.200329 3.611671 -0.01 0.00 0.00 0.3451
H 3.571320 -2.618013 5.934896 0.00 0.01 -0.01 0.4176
H 5.660787 -1.605777 6.786437 0.02 -0.03 -0.01 0.3854
H 7.031423 -0.175342 5.304287 -0.01 0.01 0.01 0.4071
H 6.289042 0.287214 3.003605 -0.03 0.02 0.00 0.4628
C 5.129600 11.508881 -5.714118 0.00 0.05 0.00 -0.8395
O 5.528692 10.203884 -6.076744 0.03 0.02 -0.03 -0.4675
C 4.918917 9.168469 -5.439294 0.03 -0.02 -0.03 1.0006
C 5.331427 7.894673 -5.819573 -0.01 -0.02 0.02 -0.7525
C 4.766930 6.782504 -5.229108 0.01 0.00 -0.01 -0.4573
C 3.782810 6.910184 -4.248540 -0.03 0.04 0.03 0.3788
C 3.382922 8.189260 -3.878313 0.01 -0.05 -0.01 -0.8364
C 3.940875 9.315917 -4.463315 -0.05 0.01 0.04 -0.4597
C 3.158376 5.754544 -3.597116 -0.01 0.03 0.01 0.1446
N 2.199303 5.827486 -2.705861 0.03 -0.06 -0.03 -0.8918
C 1.922826 4.523582 -2.364842 0.03 0.05 -0.01 0.9001
C 2.727459 3.659055 -3.060829 0.01 0.00 0.01 0.2970
N 3.520992 4.459275 -3.851600 -0.11 0.03 0.06 -0.1422
C 2.672590 2.238292 -2.917046 0.00 0.01 0.00 0.6297
C 3.470063 1.326950 -3.618317 -0.07 -0.07 -0.05 -1.0446
C 3.311807 -0.016317 -3.382336 -0.16 0.03 -0.11 -0.7647
C 2.356722 -0.420308 -2.442850 -0.05 -0.06 -0.09 -0.6538
N 1.601358 0.422449 -1.773788 -0.09 -0.07 0.00 0.8582
C 1.734216 1.733628 -1.993265 0.04 0.06 0.03 -0.9095
C 0.871289 2.644737 -1.228312 0.04 0.06 -0.04 -0.5795
N 0.015778 2.101649 -0.351332 -0.02 -0.06 0.07 1.0659
C -0.771104 2.899132 0.336025 -0.04 0.03 0.04 -0.1173
C -0.761908 4.293772 0.208961 0.01 -0.02 -0.01 -1.2111
C 0.116693 4.866937 -0.675971 -0.02 -0.01 0.02 -0.6911
C 0.959392 4.034158 -1.418778 0.01 -0.03 0.00 0.5138
H 5.718847 12.184876 -6.327502 -0.01 0.02 0.01 0.2401
H 5.331765 11.707936 -4.657892 0.00 0.01 -0.02 0.3364
H 4.066620 11.669995 -5.914655 0.02 0.01 0.00 0.3353
H 6.094209 7.799930 -6.580694 0.00 0.00 0.00 0.4061
H 5.107028 5.805526 -5.550745 0.00 -0.01 0.00 0.2603
H 2.620967 8.290484 -3.117772 0.00 -0.01 0.00 0.4700
H 3.604731 10.293898 -4.147815 0.02 -0.04 -0.02 0.3770
H 4.224109 4.155648 -4.497246 0.05 -0.03 -0.02 0.1830
H 4.204949 1.674603 -4.336596 -0.01 0.02 0.00 0.4049
H 3.914144 -0.753189 -3.896028 -0.01 0.00 0.00 0.2939
H 2.201058 -1.472169 -2.223797 -0.01 0.00 -0.01 0.5548
H -1.451057 2.416440 1.031811 0.01 0.00 -0.02 0.2094
H -1.436756 4.893327 0.805059 0.00 0.01 0.00 0.4246
H 0.175290 5.938912 -0.813768 0.01 0.00 -0.01 0.5478

=====

Entry 2:
123
Properties=species:S:1:pos:R:3:forces:R:3:mulliken_charge:R:1 method="wB97M-V/def2-TZVPD" homo_energy_ev="-11.8 / -11.6" total_charge=+2 s_squared=0.761 relative_energy_kcal_mol=66.04 gap_ev="6.04 / 6.20" spin_multiplicity=2 energy_ev=-192242.2666
Re -1.316127 1.078252 -0.799263 0.78 0.59 0.02 1.8639
N 0.336768 0.446244 0.093184 -0.67 0.77 0.23 -0.1880
S 1.021094 -0.557101 0.910658 0.60 -0.89 -0.08 1.3117
N 1.891393 -1.657040 0.062768 -0.14 -0.03 0.40 0.3506
S 2.465390 -1.254415 -1.308195 0.11 0.09 -0.21 2.0283
N 1.517963 -0.928992 -2.485276 0.07 0.04 0.00 0.0613
S -0.066991 -1.343933 -2.612503 0.05 -0.28 -0.32 2.4188
N -1.124480 -0.538254 -2.025640 -0.34 0.11 0.18 -1.0693
C -0.193275 -3.030744 -2.059276 0.08 -0.18 0.00 0.6714
C -1.206263 -3.292680 -1.149721 0.09 -0.10 -0.04 -0.7012
C -1.370526 -4.594151 -0.693546 0.00 0.00 0.01 -0.5698
C -0.530154 -5.600963 -1.145921 0.02 0.01 -0.03 -0.7256
C 0.481525 -5.321207 -2.061767 -0.01 0.01 0.03 -0.8949
C 0.653607 -4.029994 -2.533049 -0.12 0.04 0.04 -0.4709
C -0.194612 -1.413296 -4.377042 0.06 -0.04 -0.13 0.3523
C -1.434686 -1.077344 -4.901865 0.08 -0.01 -0.03 -0.6636
C -1.613456 -1.145605 -6.275787 -0.04 0.01 0.00 -0.8913
C -0.569459 -1.545750 -7.097508 0.00 0.00 -0.02 -0.5986
C 0.670392 -1.866302 -6.557701 0.01 0.00 0.01 -0.8707
C 0.866518 -1.800666 -5.187867 -0.13 0.05 -0.01 -0.2606
C 3.568341 0.123019 -1.223511 0.17 0.10 -0.11 0.2649
C 3.050703 1.407962 -1.350023 0.08 -0.08 0.04 0.6081
C 3.920053 2.482060 -1.271712 0.01 0.04 0.03 -0.8137
C 5.275732 2.272871 -1.052041 0.00 0.01 0.00 -0.8556
C 5.771946 0.985858 -0.894967 -0.01 -0.02 0.03 -0.9990
C 4.921204 -0.105608 -0.984518 -0.10 0.14 0.05 -0.8318
C 3.491726 -2.618957 -1.711642 0.09 -0.10 -0.04 0.0808
C 3.977595 -2.668220 -3.014456 0.06 -0.06 0.08 -0.4560
C 4.793531 -3.727232 -3.371946 0.01 -0.02 -0.02 -0.9571
C 5.117157 -4.703323 -2.433337 0.00 0.01 0.00 -0.6204
C 4.632928 -4.626141 -1.134298 0.00 0.00 -0.01 -0.9470
C 3.811718 -3.572099 -0.757175 0.05 -0.05 -0.12 -0.1476
C 2.239812 0.154937 1.972159 0.10 -0.02 -0.04 1.1506
C 2.439476 1.520789 1.883802 0.00 -0.01 0.07 0.3054
C 3.482099 2.078177 2.610406 0.01 0.02 0.02 -1.0236
C 4.282014 1.274985 3.411109 -0.01 -0.01 -0.01 -0.8022
C 4.047662 -0.094562 3.504188 -0.01 0.03 0.03 -0.7540
C 3.021969 -0.669730 2.774908 -0.05 0.06 -0.03 -1.3134
C 0.086117 -1.731107 1.865746 -0.18 -0.05 0.16 0.6244
C 0.462396 -3.076187 1.933364 -0.18 0.29 0.06 0.0092
C -0.297719 -3.940969 2.702002 -0.01 -0.02 0.01 -1.0186
C -1.420787 -3.479580 3.375278 0.00 -0.02 0.01 -0.9280
C -1.785580 -2.144125 3.292739 -0.03 0.03 0.02 -0.8326
C -1.030922 -1.255386 2.544292 0.13 -0.10 -0.12 0.1617
H -1.851946 -2.489106 -0.821275 0.01 -0.03 -0.01 0.2522
H -2.163293 -4.816367 0.010287 0.02 0.02 -0.03 0.5300
H -0.674458 -6.617381 -0.801400 0.02 0.02 0.00 0.4649
H 1.126829 -6.113718 -2.419087 -0.03 0.01 0.00 0.5122
H 1.418095 -3.817164 -3.269855 -0.03 0.00 0.03 0.4627
H -2.230582 -0.758733 -4.241171 0.02 -0.02 -0.02 0.4331
H -2.572848 -0.885435 -6.703904 0.03 -0.01 0.01 0.4737
H -0.719683 -1.605521 -8.167712 0.00 0.02 0.02 0.4360
H 1.486644 -2.159960 -7.205832 -0.04 0.01 0.03 0.4608
H 1.832818 -2.023581 -4.761941 0.00 -0.02 0.01 0.1772
H 1.991375 1.564115 -1.483904 0.08 0.01 0.05 -0.3999
H 3.535556 3.488932 -1.380128 0.02 -0.04 -0.01 0.4868
H 5.951147 3.117860 -1.003827 -0.03 -0.02 0.01 0.4400
H 6.826474 0.826496 -0.712982 -0.02 0.00 -0.02 0.4858
H 5.312139 -1.106470 -0.872912 0.00 -0.03 -0.02 0.6597
H 3.735186 -1.886033 -3.723084 0.00 -0.02 0.02 0.4993
H 5.179527 -3.792735 -4.380959 0.01 0.01 0.04 0.4947
H 5.763482 -5.524352 -2.716495 -0.04 0.01 0.00 0.4435
H 4.894885 -5.386823 -0.410521 0.00 0.02 -0.02 0.5159
H 3.427537 -3.489041 0.248656 0.00 0.00 -0.01 0.2702
H 1.774609 2.124149 1.278629 0.05 -0.02 0.02 -0.0279
H 3.659914 3.144899 2.559061 0.00 -0.03 0.01 0.5644
H 5.092656 1.717933 3.975587 -0.03 -0.01 0.00 0.4580
H 4.663097 -0.710816 4.147082 -0.01 0.02 -0.03 0.4769
H 2.832133 -1.734579 2.836541 0.00 0.03 -0.02 0.3799
H 1.311355 -3.444054 1.385430 0.09 -0.01 -0.08 0.3891
H -0.015950 -4.984200 2.763209 -0.01 0.02 0.00 0.4660
H -2.018948 -4.167452 3.959396 0.02 0.01 -0.01 0.4260
H -2.670567 -1.793533 3.808705 -0.02 -0.02 -0.05 0.6383
H -1.292122 -0.212133 2.478118 0.02 -0.02 0.03 -0.6901
C -4.233475 2.639367 -0.630861 0.08 -0.15 0.01 -2.5991
N -3.019510 2.325696 -1.402163 -0.07 -0.21 0.24 -0.1530
C -2.820863 3.030941 -2.462703 -0.06 0.19 -0.23 -0.1782
C -1.601398 2.868553 -3.142322 0.01 0.13 0.34 0.0438
C -1.142023 3.284430 -4.368319 0.23 0.03 -0.36 -1.0199
C 0.126401 2.688598 -4.523991 -0.11 0.12 -0.07 -1.4683
C 0.359549 1.932429 -3.393658 -0.12 -0.07 0.17 -0.7786
N -0.670838 2.063303 -2.503201 -0.30 -0.28 -0.14 1.4444
C -4.095781 2.677722 0.900866 0.02 0.15 0.05 2.8560
C -5.160374 1.803026 1.527352 0.03 0.16 -0.07 -1.0560
C -5.351353 1.533601 2.816814 0.11 0.08 0.29 -0.7754
C -4.578259 2.043614 3.961277 -0.20 -0.13 -0.12 -0.6148
C -3.574833 2.916923 3.895970 0.15 0.02 -0.11 -1.3335
C -3.019510 3.492079 2.627812 -0.11 -0.05 -0.01 0.5909
H -4.994059 1.905658 -0.893222 0.04 -0.12 -0.03 0.4904
H -4.593320 3.612266 -0.966885 -0.10 0.05 -0.03 0.4518
H -3.561539 3.750669 -2.806352 0.01 -0.03 0.01 0.5375
H -1.671450 3.910701 -5.071352 0.06 -0.03 0.04 0.5503
H 0.797710 2.789815 -5.362800 -0.05 0.01 0.04 0.5461
H 1.219309 1.320727 -3.187551 -0.09 -0.01 -0.05 0.8535
H -5.872969 1.374015 0.831193 0.06 -0.04 0.01 0.3693
H -6.190181 0.891787 3.060113 0.05 -0.01 0.01 0.4649
H -4.898262 1.704655 4.940954 -0.02 0.01 -0.03 0.4662
H -3.108305 3.251763 4.816951 -0.01 0.00 -0.04 0.5514
H -2.193116 4.162452 2.849427 0.01 0.01 0.01 0.5964
S -4.631891 -1.839240 0.770763 0.12 0.00 0.00 -0.2796
C -3.451741 -0.840170 0.421785 0.14 0.19 -0.12 0.8111
N -2.558038 -0.089512 0.182629 -0.68 -0.18 -0.15 -0.5608
Br 0.415010 4.269150 -0.441970 -0.04 -0.02 0.02 0.0097
C -1.275007 3.937308 0.365323 -0.07 0.47 -0.02 0.3423
C -2.110335 5.145002 0.432550 0.20 -0.16 -0.05 -1.0110
C -3.372456 5.180378 0.876533 -0.16 -0.09 0.10 -1.3831
C -4.067732 4.089348 1.621451 0.11 -0.06 -0.05 -0.1062
C -2.709360 2.432615 1.557733 0.15 0.08 -0.01 -0.8451
N -1.573900 2.739600 0.668741 -0.20 -0.54 0.14 0.1940
H -1.672826 6.033516 0.001510 0.02 0.00 0.00 0.5735
H -3.897105 6.124852 0.772712 0.00 -0.03 0.01 0.4510
H -5.019562 4.410244 2.035488 0.00 0.05 -0.04 0.7405
H -2.554581 1.442011 1.954719 0.11 -0.09 -0.04 -0.1469
N -0.919592 1.557662 7.825644 0.02 -0.01 0.00 -0.3984
C -1.075074 1.305096 6.517318 0.05 0.05 -0.01 0.6055
N -2.025954 0.423301 6.152661 -0.05 -0.10 -0.09 -0.2135
N -0.284740 1.934699 5.680274 -0.06 0.04 -0.19 -0.8912
C -0.351034 1.708028 4.383609 0.37 0.14 0.01 0.6007
N -0.254618 1.594043 3.228344 -0.35 0.12 0.43 -0.1412
H -1.425627 1.058503 8.533298 -0.01 0.01 0.01 0.1925
H -0.157510 2.152637 8.099977 0.00 -0.01 0.00 0.2414
H -2.648038 0.013572 6.826280 -0.02 0.03 0.00 0.2428
H -2.278713 0.363844 5.180535 -0.01 0.00 0.00 -0.1014